Record 1
C32H31Cl3N6O3S2V | wB97M-V/def2-TZVPD

XYZ file:
```
78
C32H31Cl3N6O3S2V wB97M-V/def2-TZVPD
V -0.8346 -0.3820 -0.4991
N -2.5994 3.1960 -2.0328
C -3.4753 3.0478 -0.9802
C -4.5759 3.8957 -0.5593
C -5.4135 3.3650 0.3242
C -5.3013 1.9138 0.7248
C -3.8599 1.3805 0.8203
C -3.0844 1.9254 -0.3342
N -1.9435 1.4291 -0.9270
C -1.7176 2.1749 -1.9904
C -0.8007 1.7737 -3.0598
C -0.2867 2.5178 -4.0691
S 0.6931 1.5342 -5.0505
C 0.3533 0.1916 -4.0552
N -0.4351 0.4420 -3.0532
H -2.6684 3.8792 -2.7692
H -4.6897 4.9043 -0.9334
H -6.2603 3.9196 0.7048
H -5.7978 1.7104 1.6659
H -2.8404 -0.3364 1.5398
H -0.4032 3.5723 -4.2672
H 0.7775 -0.7858 -4.2444
C 1.9716 -4.3507 1.4406
C 2.3754 -4.0711 0.0033
N 2.7756 -2.6695 -0.2073
C 4.1672 -2.3522 0.1974
C 5.1404 -2.5455 -0.9520
C 1.9981 -1.7572 -0.7385
S 0.4036 -2.1996 -1.3327
N 2.5711 -0.5538 -0.9975
C 1.8934 0.5498 -1.0682
O 0.6778 0.6831 -0.6468
C 2.5253 1.7507 -1.6540
C 3.6717 1.6237 -2.4336
C 4.2358 2.7447 -3.0170
C 3.6669 3.9961 -2.8067
C 2.5334 4.1277 -2.0151
C 1.9555 3.0024 -1.4453
H 1.5161 -5.3391 1.5024
H 1.2426 -3.6164 1.7904
H 2.8266 -4.3350 2.1172
H 1.5660 -4.3073 -0.6802
H 3.2379 -4.6726 -0.2859
H 4.3967 -3.0175 1.0281
H 4.1976 -1.3336 0.5667
H 5.1364 -3.5745 -1.3150
H 6.1524 -2.3092 -0.6228
H 4.8856 -1.8844 -1.7807
H 4.1088 0.6447 -2.5764
H 5.1230 2.6474 -3.6289
H 4.1176 4.8729 -3.2538
H 2.1054 5.1065 -1.8386
H 1.0727 3.0894 -0.8240
Cl -5.0338 -0.7485 2.1132
C -3.7773 -0.1655 1.0129
Cl -6.2166 0.9721 -0.5065
Cl -3.1862 2.1344 2.3520
C -3.7183 -1.0489 -0.2532
O -4.5902 -1.7291 -0.6697
O -2.4747 -1.0315 -0.8094
C -2.1925 -3.0291 1.9160
C -1.3377 -2.2114 2.8510
C -1.2934 -2.5202 4.2037
C -0.5167 -1.7753 5.0782
C 0.2352 -0.7058 4.6115
C 0.2262 -0.3611 3.2672
C 1.0440 0.8122 2.7901
C -0.5723 -1.1333 2.4105
N -0.6580 -0.7765 1.0540
H -1.9996 -4.0917 2.0692
H -2.0084 -2.8068 0.8646
H -3.2530 -2.8618 2.1192
H -1.8791 -3.3557 4.5708
H -0.5023 -2.0267 6.1316
H 0.8400 -0.1258 5.2990
H 2.0860 0.6959 3.0933
H 0.6811 1.7402 3.2376
H 1.0133 0.9311 1.7135
```

## Properties
M ... 769.076 g/mol
Electronic energy ... -4913.16548 hartree
Kohn-Sham gap ... 0.2803 hartree
Net charge ... +1
HOMO level ... -11.1 eV
Strongest force on any atom ... 0.0300 hartree/bohr

***

Record 2
C32H31F9N4O3SeSiSn | wB97M-V/def2-TZVPD

XYZ file:
```
82
C32H31F9N4O3SeSiSn wB97M-V/def2-TZVPD
Sn 0.0025 -0.0425 -0.0883
C 5.0804 -0.6214 -2.3011
N 5.5021 -0.4508 -0.9201
C 6.7237 -0.7762 -0.4172
C 6.7371 -0.4044 0.8963
N 5.5248 0.1428 1.1767
C 5.1231 0.7271 2.4475
C 4.7584 0.1018 0.0638
Se 3.0061 0.7439 -0.0684
H 5.9552 -0.7582 -2.9301
H 4.5402 0.2639 -2.6268
H 4.4292 -1.4884 -2.4007
H 7.4909 -1.2356 -1.0151
H 7.5166 -0.4886 1.6328
H 5.9909 0.8114 3.0947
H 4.3683 0.1101 2.9331
H 4.7053 1.7159 2.2762
F -0.2471 -1.8026 5.1309
C -0.1376 -0.7361 4.3354
F 1.0734 -0.2019 4.5270
F -1.0470 0.1646 4.7166
C -0.3291 -1.1053 2.8317
O 0.0548 -0.0549 2.0611
C -1.8257 -1.4535 2.5901
F -2.5720 -0.3470 2.5897
F -2.3378 -2.3042 3.4724
F -1.9647 -2.0071 1.3559
C 0.5351 -2.3661 2.5227
F 0.5841 -2.5589 1.1707
F 1.8049 -2.1825 2.9029
F 0.0803 -3.4892 3.0568
O -2.1452 0.4712 -0.4628
Si -3.5473 0.7297 -1.1143
C -4.9681 0.5860 0.2064
C -6.1686 -0.0886 0.0399
C -7.1249 0.0013 1.0440
C -6.8621 0.7342 2.1923
C -5.6503 1.3940 2.3457
C -4.6771 1.3061 1.3599
C -4.1033 -0.7750 -2.2040
C -5.0121 -0.5478 -3.2283
C -5.2041 -1.5484 -4.1699
C -4.5297 -2.7581 -4.0480
C -3.6459 -2.9755 -2.9989
C -3.4382 -1.9825 -2.0505
C -3.5586 2.3067 -2.1204
C -2.4789 2.5002 -2.9901
C -2.3708 3.6544 -3.7481
C -3.3418 4.6437 -3.6424
C -4.4180 4.4672 -2.7844
C -4.5300 3.3045 -2.0344
H -6.3881 -0.6691 -0.8434
H -8.0672 -0.5148 0.9216
H -7.5958 0.7695 2.9865
H -5.4431 1.9742 3.2348
H -3.7253 1.8014 1.4941
H -5.5489 0.3885 -3.3196
H -5.8824 -1.3727 -4.9936
H -4.7072 -3.5430 -4.7711
H -3.1221 -3.9173 -2.9074
H -2.7642 -2.1545 -1.2212
H -1.7234 1.7256 -3.0709
H -1.5328 3.7838 -4.4209
H -3.2587 5.5470 -4.2319
H -5.1723 5.2388 -2.7038
H -5.3791 3.1802 -1.3718
N 0.3006 2.2737 -0.1431
C -0.1318 3.3235 0.1160
N -0.5990 4.4882 0.3971
C -1.2951 5.3139 -0.6005
C -0.5804 6.6596 -0.6884
O -0.5038 7.2615 0.5861
C 0.2515 6.4861 1.4911
C -0.3907 5.1172 1.7100
H -2.3223 5.4719 -0.2636
H -1.3071 4.7943 -1.5570
H -1.1413 7.3412 -1.3249
H 0.4277 6.5220 -1.1033
H 0.2855 7.0405 2.4270
H 1.2733 6.3542 1.1086
H -1.3622 5.2344 2.1944
H 0.2433 4.4765 2.3203
```

## Properties
M ... 916.364 g/mol
Electronic energy ... -5486.27887 hartree
Kohn-Sham gap (alpha / beta) ... 0.1996 / 0.1811 hartree
Net charge ... +2
HOMO level (alpha / beta) ... -13.8 / -13.6 eV
Strongest force on any atom ... 0.0443 hartree/bohr

***

Record 3
C32H31FeN4O4 | wB97M-V/def2-TZVPD

XYZ file:
```
72
C32H31FeN4O4 wB97M-V/def2-TZVPD
Fe -0.1597 -0.0508 -0.1604
C 3.9947 0.2793 -0.3341
C 4.3390 -0.9774 -0.8163
C 3.3655 -1.9426 -1.0250
C 2.0336 -1.6437 -0.7498
C 1.7201 -0.3816 -0.2688
C 2.6639 0.5948 -0.0515
C 0.8797 -2.5197 -0.9313
C 0.9141 -3.8574 -1.3708
C -0.2575 -4.5431 -1.4809
C -1.4881 -3.9232 -1.1516
C -2.7288 -4.5971 -1.2421
C -3.8870 -3.9579 -0.9070
C -3.8523 -2.6168 -0.4669
C -2.6681 -1.9402 -0.3689
C -1.4616 -2.5856 -0.7128
N -0.2626 -1.9230 -0.6109
H 4.7641 1.0241 -0.1745
H 5.3741 -1.2067 -1.0294
H 3.6474 -2.9164 -1.4078
H 2.4054 1.5734 0.3355
H 1.8595 -4.3200 -1.6140
H -0.2602 -5.5721 -1.8201
H -2.7415 -5.6272 -1.5768
H -4.8346 -4.4748 -0.9720
H -4.7776 -2.1228 -0.2008
H -2.6554 -0.9136 -0.0226
O -0.4530 -0.3266 6.6799
C 0.3297 -1.2824 6.0047
C 0.2174 -1.0310 4.5293
C 0.8451 -1.8611 3.6100
C 0.7137 -1.6090 2.2624
N -0.0029 -0.5815 1.7789
C -0.6001 0.2265 2.6732
C -0.5172 0.0353 4.0383
C -1.3323 1.3487 2.0614
C -2.1086 2.2564 2.7466
C -2.7502 3.2753 2.0478
C -3.5925 4.2711 2.8113
O -2.8531 4.8475 3.8676
C -2.5787 3.3372 0.6716
C -1.7945 2.3872 0.0457
N -1.1804 1.4094 0.7260
H -0.4102 -0.4829 7.6282
H -0.0041 -2.3053 6.2092
H 1.3860 -1.2189 6.2890
H 1.4413 -2.7041 3.9350
H 1.1911 -2.2520 1.5443
H -1.0076 0.7023 4.7306
H -2.2177 2.1949 3.8207
H -4.4240 3.7404 3.2771
H -4.0147 5.0154 2.1331
H -2.3192 5.5759 3.5338
H -3.0521 4.1143 0.0861
H -1.6454 2.3854 -1.0249
O 1.2273 0.0485 -3.1717
C 0.0802 0.4280 -2.9958
O -0.5635 0.5471 -1.8896
C -0.7415 0.8513 -4.2153
N 0.1731 0.6877 -5.4115
C 0.3630 2.0444 -6.0450
C -0.9032 2.7880 -5.6586
C -1.1481 2.3332 -4.2183
H -1.5945 0.1843 -4.3250
H -0.1904 0.0133 -6.0798
H 1.0429 0.3089 -4.9848
H 0.5219 1.9293 -7.1133
H 1.2512 2.4846 -5.5958
H -1.7303 2.4843 -6.3033
H -0.7817 3.8645 -5.7512
H -2.1809 2.4603 -3.9046
H -0.5102 2.8915 -3.5303
```

## Properties
M ... 591.469 g/mol
Electronic energy ... -3021.29206 hartree
Kohn-Sham gap (alpha / beta) ... 0.2730 / 0.2844 hartree
Net charge ... +2
2S+1 ... 2
HOMO level (alpha / beta) ... -13.4 / -13.4 eV
Expectation value of S² ... 0.842
Strongest force on any atom ... 0.0290 hartree/bohr

***

Record 4
C32H31IrN7O2S | wB97M-V/def2-TZVPD

XYZ file:
```
74
C32H31IrN7O2S wB97M-V/def2-TZVPD
Ir -0.6081 -0.4252 -0.1250
N -5.4141 -2.3660 -6.0202
C -4.4733 -2.4225 -5.0312
C -4.7862 -2.0227 -3.7241
C -3.8271 -2.0537 -2.7334
C -2.5422 -2.4874 -3.0384
C -2.2115 -2.8915 -4.3305
C -3.1665 -2.8529 -5.3179
S -1.3072 -2.5354 -1.8283
O -1.9706 -2.1010 -0.5299
O -0.6485 -3.7988 -1.7851
N -0.3341 -1.2718 -2.0906
C 1.0352 -1.2652 -1.9617
N 1.9017 -1.8874 -2.7279
C 3.1848 -1.6868 -2.4301
C 3.6130 -0.8759 -1.3849
C 2.6397 -0.2737 -0.6139
N 1.3557 -0.4648 -0.9049
H -6.3810 -2.2622 -5.7683
H -5.2369 -2.8401 -6.8881
H -5.7925 -1.6994 -3.4893
H -4.0740 -1.7607 -1.7223
H -1.2093 -3.2341 -4.5562
H -2.9153 -3.1635 -6.3242
H 3.9022 -2.1997 -3.0596
H 4.6612 -0.7319 -1.1741
H 2.8664 0.3538 0.2387
C -5.0488 4.3466 -0.2492
C -4.0134 5.0322 0.5980
C -4.3237 6.1574 1.3560
C -3.3701 6.7865 2.1410
C -2.0673 6.3097 2.1700
C -1.7305 5.2040 1.4074
C -2.7008 4.5643 0.6430
N -2.3402 3.4263 -0.1405
C -1.7500 2.3039 0.3431
N -1.7560 2.1245 1.6693
C -0.9984 1.1915 2.4312
C -0.4733 0.0530 1.8376
C 0.2660 -0.8073 2.6496
C 0.4510 -0.5541 3.9969
C -0.1052 0.5862 4.5640
C -0.8374 1.4783 3.7932
C -1.4437 2.7101 4.4119
N -1.2287 1.4364 -0.5003
C -1.1913 1.7495 -1.9004
C -2.2158 1.2854 -2.7149
C -2.1642 1.4951 -4.0823
C -1.0833 2.1754 -4.6249
C -0.0708 2.6486 -3.8027
C -0.1033 2.4495 -2.4256
C 0.9756 2.9888 -1.5279
H -6.0351 4.7678 -0.0669
H -5.0883 3.2765 -0.0382
H -4.8334 4.4622 -1.3146
H -5.3371 6.5384 1.3347
H -3.6430 7.6541 2.7265
H -1.3139 6.8054 2.7670
H -0.7120 4.8338 1.3895
H -2.5288 3.4384 -1.1311
H -2.2276 2.8477 2.1909
H 0.6915 -1.7122 2.2229
H 1.0210 -1.2410 4.6084
H 0.0319 0.7900 5.6184
H -1.2100 2.7553 5.4732
H -2.5350 2.7165 4.3249
H -1.0687 3.6277 3.9511
H -3.0335 0.7343 -2.2669
H -2.9529 1.1180 -4.7203
H -1.0270 2.3388 -5.6929
H 0.7649 3.1840 -4.2371
H 1.8773 3.2140 -2.0953
H 1.2242 2.2826 -0.7357
H 0.6494 3.9145 -1.0464
```

## Properties
M ... 769.931 g/mol
Electronic energy ... -2274.09421 hartree
Kohn-Sham gap (alpha / beta) ... 0.2500 / 0.2493 hartree
Net charge ... +1
HOMO level (alpha / beta) ... -10.4 / -10.4 eV
Strongest force on any atom ... 0.0209 hartree/bohr

***

Record 5
C32H31N10O4Pt | wB97M-V/def2-TZVPD

XYZ file:
```
78
C32H31N10O4Pt wB97M-V/def2-TZVPD
Pt -1.1951 -1.0298 1.0986
C -3.6229 -4.7971 0.6684
C -2.6578 -5.7903 0.7429
C -1.3355 -5.4380 0.9728
C -0.9970 -4.1022 1.1173
N -1.9445 -3.1498 1.0270
C -3.2204 -3.4843 0.8112
C 0.3981 -3.6504 1.4101
C 1.4699 -4.5268 1.4593
C 2.7315 -4.0425 1.7752
C 2.8942 -2.6894 2.0297
C 1.7855 -1.8699 1.9467
N 0.5703 -2.3390 1.6527
H -4.6655 -5.0287 0.5006
H -2.9293 -6.8312 0.6270
H -0.5837 -6.2097 1.0430
H -3.9275 -2.6675 0.7446
H 1.3385 -5.5780 1.2523
H 3.5758 -4.7179 1.8199
H 3.8586 -2.2723 2.2829
H 1.8578 -0.8016 2.1082
N -1.8034 -1.3157 3.4168
N -1.3467 -0.2346 4.1733
C -1.0195 0.9385 3.5748
N -0.7370 1.9537 4.3683
N -1.0520 0.9252 2.2383
N -0.9021 2.1455 1.5546
O -1.2640 2.1304 0.4083
O -0.3888 3.0862 2.1288
H -2.7944 -1.4779 3.5779
H -1.2814 -2.1515 3.6618
H -1.3815 -0.3042 5.1783
H -0.8115 1.8632 5.3692
H -0.4495 2.8326 3.9635
N -7.5973 1.8984 -1.8612
C -6.6505 1.4399 -1.3991
C -5.4687 0.8662 -0.8200
C -4.6820 -0.0232 -1.5435
C -3.5511 -0.5443 -0.9479
N -3.1798 -0.2288 0.3022
C -3.9456 0.6267 0.9935
C -5.0910 1.1936 0.4797
H -4.9436 -0.3032 -2.5542
H -2.9087 -1.2303 -1.4813
H -3.6234 0.8631 1.9995
H -5.6782 1.8790 1.0745
C 3.7891 5.8935 -0.4035
C 3.8984 4.5113 -0.9793
C 5.1378 4.0509 -1.4456
C 5.3015 2.7751 -2.0071
C 4.2242 1.9565 -2.1374
C 2.9414 2.4060 -1.7001
N 1.8628 1.6022 -1.8330
C 1.7009 0.5362 -2.7403
C 2.2695 0.6226 -4.0073
C 2.0950 -0.4004 -4.9267
C 1.3301 -1.5108 -4.6055
C 0.7191 -1.5788 -3.3652
C 0.8900 -0.5696 -2.4186
C 0.1738 -0.7210 -1.1436
O -0.7328 -1.5989 -1.0161
O 0.3954 0.0108 -0.1284
C 2.7839 3.6949 -1.0868
C 1.4533 4.2188 -0.6382
H 4.7691 6.3542 -0.3060
H 3.3209 5.8832 0.5818
H 3.1797 6.5330 -1.0466
H 6.0000 4.7006 -1.3560
H 6.2849 2.4431 -2.3109
H 4.3330 0.9497 -2.5147
H 1.0731 1.7880 -1.2295
H 2.8120 1.5123 -4.2960
H 2.5449 -0.3113 -5.9066
H 1.1905 -2.3067 -5.3236
H 0.0963 -2.4250 -3.1109
H 0.6119 3.5433 -0.7759
H 1.2100 5.1321 -1.1869
H 1.4909 4.4921 0.4179
```

## Properties
M ... 814.744 g/mol
Electronic energy ... -2204.80729 hartree
Kohn-Sham gap (alpha / beta) ... 0.2828 / 0.2339 hartree
Net charge ... +3
2S+1 ... 5
HOMO level (alpha / beta) ... -15.8 / -16.5 eV
Expectation value of S² ... 6.041
Strongest force on any atom ... 0.0099 hartree/bohr

***

Record 6
C32H31N10O4Pt | wB97M-V/def2-TZVPD

XYZ file:
```
78
C32H31N10O4Pt wB97M-V/def2-TZVPD
Pt -0.1214 -2.0117 -0.2451
C -3.3967 -4.9377 -1.3060
C -3.9668 -4.3555 -2.4298
C -3.3096 -3.2968 -3.0334
C -2.1129 -2.8304 -2.4885
N -1.5894 -3.3878 -1.3885
C -2.2047 -4.4186 -0.8262
C -1.3852 -1.6870 -3.0560
C -1.5615 -1.2578 -4.3730
C -0.8547 -0.1620 -4.8372
C -0.0166 0.5117 -3.9612
C 0.1101 0.0280 -2.6687
N -0.5290 -1.0512 -2.2472
H -3.8643 -5.7706 -0.8051
H -4.9042 -4.7151 -2.8266
H -3.7377 -2.8152 -3.8971
H -1.7360 -4.8603 0.0390
H -2.2302 -1.7860 -5.0313
H -0.9611 0.1599 -5.8618
H 0.5407 1.3774 -4.2798
H 0.7384 0.5317 -1.9485
N 0.4276 -4.0286 1.3618
N -0.4338 -4.0325 2.4710
C -1.4547 -3.1592 2.5698
N -2.1771 -3.0951 3.6725
N -1.6617 -2.4141 1.4843
N -2.5578 -1.4269 1.3783
O -2.4691 -0.8124 0.3313
O -3.3497 -1.2033 2.2603
H 0.5062 -4.9744 0.9864
H 1.3503 -3.6869 1.6376
H -0.1678 -4.5734 3.2889
H -1.9924 -3.6691 4.4809
H -2.9784 -2.4631 3.6928
N 7.2966 -2.5393 -1.9774
C 6.1729 -2.4861 -1.7822
C 4.7741 -2.4021 -1.5306
C 3.9418 -3.5106 -1.6927
C 2.5919 -3.3724 -1.4120
N 2.0592 -2.2269 -0.9880
C 2.8495 -1.1662 -0.8423
C 4.2072 -1.1999 -1.1031
H 4.3422 -4.4532 -2.0349
H 1.9221 -4.2113 -1.5392
H 2.3858 -0.2550 -0.4924
H 4.8132 -0.3159 -0.9802
C -0.6418 6.3707 -1.8723
C -0.7258 5.8447 -0.4888
C -1.3087 6.6289 0.5143
C -1.4684 6.1339 1.8034
C -1.0209 4.8682 2.1227
C -0.3560 4.0855 1.1538
N 0.1088 2.8315 1.4502
C 0.6455 2.3516 2.5996
C 1.0438 3.1886 3.6630
C 1.6137 2.6640 4.8020
C 1.8300 1.2933 4.9217
C 1.4884 0.4572 3.8634
C 0.9066 0.9549 2.7071
C 0.6267 -0.0078 1.6037
O 0.8332 -1.2314 1.7887
O 0.2270 0.3976 0.4782
C -0.2033 4.5798 -0.1682
C 0.5872 3.8159 -1.1771
H -1.3004 7.2234 -2.0104
H -0.8958 5.6005 -2.5978
H 0.3712 6.7074 -2.1010
H -1.6604 7.6209 0.2688
H -1.9779 6.7316 2.5424
H -1.2418 4.4452 3.0923
H 0.0229 2.1007 0.7204
H 0.9376 4.2561 3.5657
H 1.9040 3.3237 5.6071
H 2.2888 0.8906 5.8138
H 1.6766 -0.6052 3.9184
H 1.1165 2.9752 -0.7408
H 1.3258 4.4677 -1.6389
H -0.0582 3.4482 -1.9739
```

## Properties
M ... 814.744 g/mol
Electronic energy ... -2204.74832 hartree
Kohn-Sham gap (alpha / beta) ... 0.2620 / 0.1186 hartree
Net charge ... +3
2S+1 ... 5
HOMO level (alpha / beta) ... -15.3 / -15.7 eV
Expectation value of S² ... 6.061
Strongest force on any atom ... 0.0554 hartree/bohr

***

Q: electronic energy of number 6 (C32H31N10O4Pt)?
A: -2204.74832 hartree